Formula: C27H54P2RhSi
Source: the OMol25 dataset
Level of theory: ωB97M-V with the def2-TZVPD basis set

Output
Charge   +1
Multiplicity   5
Total energy   -2143.559567 a.u.
Largest force on an atom   2.4 eV/Å
<S²>   6.02

CARTESIAN COORDINATES (ANGSTROEM)
Rh 0.08 -0.03 0.81
P 1.06 -2.20 0.39
P 1.62 1.96 0.96
Si 0.99 -0.62 3.03
C -0.42 1.41 -3.96
C -2.02 1.80 0.19
C -2.61 0.97 -0.78
C 1.21 0.41 -2.36
C 1.09 -1.39 -4.25
C -1.37 0.31 -4.51
C 2.85 -1.14 3.08
C 1.42 3.15 2.34
C -1.66 1.02 1.35
C -0.24 -1.76 -3.67
C 0.14 1.18 -2.58
C -2.62 -0.36 -0.31
C 0.04 -2.06 3.90
C 1.55 3.17 -0.41
C -1.84 1.55 2.73
C -0.20 -2.90 -0.71
C -3.35 -1.49 -0.93
C -3.28 1.43 -2.02
C -2.03 -0.40 1.01
C 3.40 1.53 0.98
C -2.55 -1.36 2.02
C 2.58 -2.06 -0.60
C -1.35 -0.99 -3.76
C 1.43 -3.64 1.45
C 1.91 -0.31 -3.49
C 0.97 0.62 4.53
C -2.07 3.29 0.17
H 3.61 0.74 1.71
H -4.36 1.62 -1.85
H 1.78 -4.46 0.79
H 2.35 3.71 2.46
H -0.34 1.75 -1.79
H -1.45 0.86 3.48
H -3.09 3.65 0.40
H -1.80 3.70 -0.81
H -0.34 -2.81 -3.37
H 1.69 -2.31 -4.28
H 0.53 -3.99 1.97
H -1.12 0.14 -5.57
H 0.99 -1.06 -5.30
H 3.71 1.18 -0.02
H 1.87 2.71 -1.35
H 3.08 -3.03 -0.65
H 0.38 1.54 -4.70
H 3.26 -1.32 -0.16
H 0.21 1.39 4.49
H 0.23 -3.74 -1.28
H -2.33 -1.40 -3.51
H 2.31 -1.74 -1.60
H -0.56 -2.15 -1.42
H -2.91 1.70 2.95
H -3.20 0.68 -2.80
H 2.95 -2.02 3.73
H -0.47 -2.77 3.23
H -3.35 -2.38 -0.28
H -4.39 -1.24 -1.16
H 1.71 0.39 -1.39
H -0.98 2.35 -3.94
H -1.40 3.73 0.92
H -0.71 -1.64 4.59
H 2.83 -0.78 -3.10
H -1.35 2.52 2.84
H 2.22 -3.43 2.18
H -2.03 -1.27 2.98
H 2.20 4.02 -0.17
H -2.40 0.69 -4.50
H -2.87 -1.79 -1.87
H 3.31 -1.38 2.11
H -2.84 2.37 -2.38
H 0.76 -2.63 4.51
H -2.44 -2.39 1.66
H 0.78 0.02 5.43
H 0.52 3.53 -0.53
H 3.43 -0.33 3.54
H 1.95 1.09 4.65
H -3.61 -1.19 2.20
H 3.98 2.43 1.24
H 1.20 2.64 3.29
H 2.26 0.42 -4.24
H 0.60 3.84 2.12
H -1.05 -3.26 -0.12

=====

Formula: C45H115N5O15S5
Source: the OMol25 dataset
Level of theory: ωB97M-V with the def2-TZVPD basis set

Output
SMILES string   CCOS(C)(=O)=O.CCOS(C)(=O)=O.CCOS(C)(=O)=O.CCOS(C)(=O)=O.CCOS(C)(=O)=O.CCN(CC)CC.CCN(CC)CC.CCN(CC)CC.CCN(CC)CC.CCN(CC)CC
Energy above the lowest of the compared OMol25 structures with the same formula, charge and spin   129.5 kcal per mole
Multiplicity   1
Total energy   -5176.508005 a.u.
Largest force on an atom   4.0 eV/Å

CARTESIAN COORDINATES (ANGSTROEM)
S 11.86 -19.29 4.34
S 18.43 -12.04 -9.23
S 2.53 -21.89 0.40
S 14.00 -8.44 -3.62
S 3.23 -15.84 -5.86
O 14.30 -8.18 -2.21
O 3.61 -22.01 -0.81
O 12.43 -7.92 -3.86
O 14.13 -9.76 -4.16
O 4.27 -17.06 -6.43
O 12.08 -20.72 5.21
O 12.63 -18.22 5.02
O 1.40 -22.72 0.08
O 18.18 -10.73 -8.60
O 3.61 -14.54 -6.46
O 3.22 -22.00 1.69
O 19.55 -12.89 -8.31
O 18.83 -12.15 -10.65
O 10.47 -19.17 3.93
O 3.01 -16.00 -4.43
N 11.13 -10.52 -12.34
N 12.88 -25.22 -0.93
N 21.81 -10.50 0.20
N 7.01 -11.85 0.84
N 12.95 -17.23 -4.06
C 11.49 -8.19 -11.58
C 14.26 -25.27 -1.38
C 10.50 -9.31 -11.81
C 21.26 -10.87 -2.27
C 14.79 -7.15 -4.76
C 10.12 -11.56 -12.58
C 12.91 -20.65 6.31
C 14.09 -16.35 -3.82
C 9.05 -11.86 -11.46
C 16.90 -13.11 -9.05
C 11.88 -10.31 -13.59
C 4.51 -18.48 -8.23
C 21.96 -7.91 -0.37
C 22.64 -9.25 0.07
C 5.17 -11.12 -0.75
C 11.93 -25.96 -1.82
C 20.76 -10.69 -0.85
C 4.63 -17.03 -7.77
C 15.34 -17.09 -3.48
C 6.11 -12.24 1.93
C 23.33 -11.60 1.89
C 11.66 -16.61 -3.95
C 12.69 -11.55 -14.10
C 10.40 -7.55 -4.92
C 12.79 -19.77 2.76
C 13.07 -18.17 -5.21
C 4.93 -21.40 -0.53
C 11.27 -15.76 -5.16
C 12.83 -22.00 6.98
C 22.66 -11.70 0.46
C 11.38 -25.43 1.06
C 19.90 -14.24 -8.52
C 2.02 -20.09 0.09
C 6.47 -11.96 -0.54
C 12.31 -27.45 -1.78
C 9.45 -11.80 0.21
C 1.64 -16.44 -6.65
C 12.80 -25.48 0.49
C 5.74 -13.78 2.05
C 8.40 -12.43 1.08
C 11.95 -19.23 -5.29
C 15.09 -24.04 -1.01
C 11.70 -8.33 -4.99
C 21.33 -14.52 -8.03
C 5.25 -20.43 -1.62
H 6.18 -19.89 -1.49
H 5.02 -20.99 0.48
H 10.86 -25.83 -1.66
H 21.66 -7.93 -1.42
H 1.44 -17.43 -6.26
H 3.45 -18.75 -8.29
H 10.51 -6.47 -5.02
H 6.63 -14.40 2.02
H 10.03 -9.43 -10.83
H 10.92 -7.38 -11.13
H 15.05 -17.88 -2.79
H 11.97 -14.94 -5.32
H 8.28 -11.08 -11.38
H 12.25 -8.18 -5.92
H 13.44 -21.92 7.88
H 5.17 -14.21 1.22
H 22.65 -11.63 2.74
H 23.99 -12.46 1.98
H 20.05 -9.87 -0.80
H 16.02 -16.49 -2.88
H 8.41 -13.51 0.93
H 16.58 -13.05 -8.00
H 19.90 -14.51 -9.57
H 13.96 -15.61 -3.03
H 7.22 -11.68 -1.27
H 21.52 -14.05 -7.06
H 14.73 -26.17 -1.00
H 15.84 -7.40 -4.86
H 13.31 -27.61 -2.18
H 14.21 -25.30 -2.47
H 21.10 -7.64 0.24
H 1.78 -16.42 -7.73
H 4.87 -11.03 -1.80
H 14.43 -23.17 -1.08
H 9.22 -12.05 -0.82
H 6.61 -11.88 2.83
H 5.42 -10.13 -0.39
H 21.61 -9.90 -2.61
H 11.18 -9.82 -14.26
H 16.13 -12.76 -9.73
H 13.72 -20.22 3.12
H 11.78 -22.24 7.18
H 23.43 -9.43 -0.66
H 11.23 -16.35 -6.08
H 8.66 -12.85 -11.70
H 10.42 -12.21 0.47
H 22.08 -14.19 -8.75
H 22.02 -12.58 0.45
H 9.75 -7.90 -5.72
H 9.74 -8.96 -12.51
H 22.14 -11.51 -2.26
H 6.25 -13.02 -0.65
H 4.50 -19.64 -1.54
H 12.24 -19.90 -6.09
H 12.26 -20.63 2.35
H 21.58 -15.57 -7.93
H 2.68 -19.39 0.62
H 12.86 -18.94 2.06
H 4.91 -18.69 -9.22
H 13.03 -17.57 -6.11
H 12.64 -19.82 6.95
H 5.68 -22.19 -0.50
H 13.24 -22.81 6.38
H 1.02 -19.97 0.50
H 22.66 -7.11 -0.16
H 11.49 -9.40 -4.95
H 10.63 -12.50 -12.76
H 10.87 -17.34 -3.75
H 13.93 -20.46 5.98
H 11.68 -27.99 -2.48
H 14.18 -15.73 -4.72
H 23.17 -8.96 0.98
H 12.09 -12.20 -14.72
H 14.04 -18.65 -5.34
H 5.19 -11.65 1.96
H 5.12 -13.98 2.92
H 8.74 -12.26 2.10
H 9.72 -11.35 -13.57
H 23.49 -11.71 -0.25
H 3.91 -16.45 -8.35
H 23.89 -10.67 1.78
H 13.06 -12.06 -13.21
H 5.64 -16.67 -7.92
H 13.42 -26.33 0.78
H 20.14 -11.55 -0.57
H 15.85 -23.82 -1.76
H 17.13 -14.10 -9.43
H 11.64 -15.95 -3.08
H 5.26 -20.76 -2.66
H 12.00 -7.75 -12.45
H 12.60 -9.52 -13.39
H 4.39 -11.51 -0.09
H 9.48 -10.72 0.32
H 5.04 -19.09 -7.50
H 20.51 -11.17 -3.00
H 11.42 -25.41 2.15
H 14.31 -7.32 -5.72
H 15.50 -24.06 0.00
H 9.56 -11.98 -10.50
H 10.86 -24.51 0.81
H 19.14 -14.86 -8.04
H 14.52 -6.14 -4.43
H 0.94 -15.66 -6.37
H 11.91 -25.53 -2.82
H 10.29 -15.31 -5.03
H 13.34 -24.63 0.91
H 12.24 -28.03 -0.86
H 10.97 -18.76 -5.38
H 9.84 -7.70 -4.00
H 15.73 -17.61 -4.35
H 11.85 -19.78 -4.35
H 13.53 -11.22 -14.72
H 12.35 -8.32 -10.92
H 2.13 -20.06 -0.99
H 10.84 -26.31 0.69

=====

Formula: C24H29AsN4PPdSSe2
Source: the OMol25 dataset
Level of theory: ωB97M-V with the def2-TZVPD basis set

Output
Charge   +3
Energy above the lowest of the compared OMol25 structures with the same formula, charge and spin   10.0 kcal per mole
Multiplicity   5
Total energy   -9056.110266 a.u.
Largest force on an atom   0.2 eV/Å
<S²>   6.02

CARTESIAN COORDINATES (ANGSTROEM)
Pd 5.60 2.46 0.32
Se 3.11 2.41 0.27
Se 5.31 4.87 0.97
As -9.46 -5.13 0.63
S 6.69 2.58 -1.81
P 3.16 4.59 0.35
N 8.76 -0.72 -2.18
N 6.63 0.35 0.45
N 8.29 0.51 -2.57
N 7.40 0.16 -0.70
C -12.53 -5.34 -1.03
C -10.17 -6.18 -0.87
C 2.07 5.27 1.57
C -14.33 -6.49 0.07
C 3.02 5.42 -1.22
C 7.47 1.07 -1.70
C -13.88 -5.44 -0.72
C 3.59 6.69 -1.39
C -13.44 -7.45 0.54
C -11.63 -6.30 -0.55
C 2.06 4.71 2.86
C 3.44 7.34 -2.60
C 2.18 5.47 -3.46
C 1.27 5.28 3.83
C 8.39 -2.12 -0.17
C 2.74 6.73 -3.63
C 1.30 6.39 1.27
C -10.40 -3.46 0.79
C -9.71 -6.07 2.30
C 8.21 -0.93 -1.03
C 2.33 4.80 -2.26
C 0.52 6.96 2.26
C -12.10 -7.35 0.24
C 0.50 6.41 3.54
H 2.64 3.83 3.08
H 7.23 0.27 1.27
H -0.09 7.83 2.04
H 7.45 -2.63 0.01
H -9.64 -7.13 -0.88
H -11.44 -3.66 1.05
H -9.96 -5.63 -1.78
H -11.41 -8.11 0.59
H 1.64 5.00 -4.28
H -14.57 -4.71 -1.11
H 1.90 3.81 -2.13
H -9.93 -2.87 1.57
H 8.60 0.89 -3.46
H -13.81 -8.28 1.14
H -0.11 6.86 4.31
H 1.31 6.82 0.27
H 5.92 -0.38 0.51
H 3.88 8.32 -2.74
H 2.63 7.24 -4.58
H -12.18 -4.53 -1.66
H 4.11 7.17 -0.57
H -9.34 -7.09 2.19
H -10.35 -2.92 -0.16
H -9.15 -5.56 3.07
H -15.39 -6.57 0.30
H 9.07 -2.81 -0.67
H -10.77 -6.08 2.54
H 8.83 -1.84 0.79
H 1.25 4.86 4.83

=====

Formula: C38H46P2SiV
Source: the OMol25 dataset
Level of theory: ωB97M-V with the def2-TZVPD basis set

Output
Energy above the lowest of the compared OMol25 structures with the same formula, charge and spin   0.0 kcal per mole
Multiplicity   4
Total energy   -3391.466232 a.u.
Largest force on an atom   3.4 eV/Å
<S²>   3.85

CARTESIAN COORDINATES (ANGSTROEM)
V -0.34 0.93 -1.10
P -1.66 -0.67 -1.96
P 1.82 0.16 -1.81
Si -1.76 0.79 0.92
C -2.26 1.99 -2.63
C 3.26 -0.95 -1.67
C -1.10 2.46 1.53
C 1.09 0.08 0.33
C 4.18 -3.09 -1.01
C -2.96 -2.59 -0.46
C -3.61 0.88 0.70
C -3.72 -3.74 -0.31
C 2.84 4.13 -1.68
C 5.47 -2.59 -1.16
C -3.16 3.03 -2.90
C -1.75 -0.37 -5.49
C 2.56 2.81 -1.28
C 0.92 -0.63 -3.18
C 3.07 -2.30 -1.28
C -5.02 1.47 -2.98
C -0.34 -1.19 -3.13
C -1.59 -0.40 2.42
C 2.86 2.07 -3.59
C -4.13 0.41 -2.77
C 4.56 -0.47 -1.91
C 2.49 1.80 -2.26
C -3.78 -4.03 -2.74
C -1.29 1.59 -6.98
C 3.05 4.41 -3.03
C 1.11 -0.21 -6.36
C 1.15 1.12 -6.36
C 0.18 2.04 -7.03
C 0.16 -1.11 -7.10
C -1.23 -1.38 -6.45
C 5.66 -1.29 -1.65
C -2.76 0.66 -2.63
C -4.13 -4.45 -1.45
C -2.65 -2.15 -1.76
C -1.70 0.95 -5.69
C -4.53 2.78 -3.03
C 3.05 3.39 -3.99
C -3.05 -2.85 -2.90
H -2.79 -2.49 -3.90
H -1.80 2.85 2.28
H 4.05 -4.12 -0.66
H 0.57 -0.84 0.63
H -4.04 1.16 1.67
H 0.46 2.24 -8.09
H 2.96 1.26 -4.30
H -0.12 2.40 2.00
H -1.99 1.67 -4.92
H 0.26 3.01 -6.52
H -1.16 2.18 -2.53
H 6.66 -0.89 -1.82
H 1.89 -0.78 -5.86
H -0.50 -2.15 -3.64
H 2.18 -0.16 0.36
H 6.35 -3.19 -0.91
H 2.07 -2.72 -1.22
H 2.38 2.59 -0.22
H 2.84 4.93 -0.93
H -3.89 1.61 -0.06
H -4.54 -0.61 -2.70
H -2.79 4.06 -2.97
H -4.04 -4.62 -3.61
H -5.22 3.61 -3.17
H 3.18 3.63 -5.04
H -2.39 -0.77 -4.69
H 0.96 0.86 1.10
H -1.04 3.21 0.72
H 3.23 5.44 -3.34
H -4.70 -5.37 -1.32
H 4.70 0.53 -2.32
H -1.19 -2.34 -5.92
H 0.00 -0.76 -8.13
H -0.62 -0.26 2.91
H 1.59 -1.00 -3.96
H -6.09 1.27 -3.08
H 2.04 1.66 -6.02
H -4.00 -0.10 0.40
H 0.65 -2.10 -7.16
H -2.61 -2.03 0.41
H -1.96 -1.53 -7.27
H -3.95 -4.09 0.69
H -2.38 -0.20 3.17
H -1.51 0.94 -7.85
H -1.67 -1.47 2.15
H -1.88 2.52 -7.08

=====

Formula: C4H5N3O3
Source: the OMol25 dataset
Level of theory: ωB97M-V with the def2-TZVPD basis set

Output
SMILES string   N#Cc1noc(CO)n1.O
Energy above the lowest of the compared OMol25 structures with the same formula, charge and spin   121.5 kcal per mole
Multiplicity   1
Total energy   -545.268846 a.u.
Largest force on an atom   5.4 eV/Å

CARTESIAN COORDINATES (ANGSTROEM)
O -3.27 1.71 -1.18
O 0.13 -1.57 0.76
O 3.34 -0.36 -0.42
N 0.56 0.39 -0.11
N -2.34 2.12 1.05
N -1.05 -0.89 0.77
C 2.46 -1.27 0.16
C 1.05 -0.76 0.23
C -0.74 0.29 0.31
C -1.65 1.42 0.37
H -3.44 0.76 -1.24
H 2.44 -2.24 -0.37
H 3.23 -0.36 -1.38
H -3.52 2.24 -0.13
H 2.80 -1.47 1.18

=====

Formula: C2H4I2O
Source: the OMol25 dataset
Level of theory: ωB97M-V with the def2-TZVPD basis set

Output
Energy above the lowest of the compared OMol25 structures with the same formula, charge and spin   66.6 kcal per mole
Multiplicity   1
Total energy   -749.109459 a.u.
Largest force on an atom   4.1 eV/Å

CARTESIAN COORDINATES (ANGSTROEM)
I 2.39 0.86 -0.52
I 0.44 -2.05 -1.60
O -0.98 1.41 0.82
C 0.99 -0.69 -0.07
C -1.18 0.20 0.30
H -0.41 2.01 0.19
H -1.65 -0.60 0.87
H -1.07 0.13 -0.77
H 1.49 -1.26 0.77